#i
{"formula": "C4H3NOS", "method": "the ωB97M-V functional and the def2-TZVPD basis", "symbols": ["S", "O", "N", "C", "C", "C", "C", "H", "H", "H"], "coordinates": [[1.815, 0.519, -0.246], [-0.207, -0.952, -0.071], [-3.344, 0.022, -0.291], [-0.667, 0.263, 0.160], [-2.191, 0.328, -0.014], [1.203, -1.049, 0.030], [0.163, 1.371, 0.245], [0.072, 2.581, -0.184], [1.709, -1.625, -0.786], [1.448, -1.460, 1.157]], "nbo_charge": [0.221, -0.461, -0.265, 0.198, 0.234, -0.269, -0.389, 0.307, 0.234, 0.189], "smiles": "N#CC1=CSCO1", "lumo_ev": -0.11, "homo_energy_ha": -0.3184, "homo_lumo_gap_ev": 8.5}



#ii
{"formula": "C4H3NOS", "method": "the ωB97M-V functional and the def2-TZVPD basis", "symbols": ["S", "O", "N", "C", "C", "C", "C", "H", "H", "H"], "coordinates": [[2.106, -1.359, -0.003], [1.833, 1.216, -0.003], [-1.619, -2.053, -0.007], [1.215, 0.178, -0.006], [-0.912, 1.356, -0.005], [-1.039, -1.045, -0.001], [-0.291, 0.183, 0.007], [1.058, -2.212, 0.019], [-0.332, 2.299, -0.001], [-2.019, 1.438, 0.000]], "nbo_charge": [0.037, -0.534, -0.283, 0.403, -0.198, 0.256, -0.292, 0.149, 0.240, 0.222], "smiles": "C=C(C#N)C(=O)S", "lumo_ev": -0.82, "homo_energy_ha": -0.3863, "homo_lumo_gap_ev": 9.7}



#iii
{"formula": "C4H3NOS", "method": "the ωB97M-V functional and the def2-TZVPD basis", "symbols": ["S", "O", "N", "C", "C", "C", "C", "H", "H", "H"], "coordinates": [[3.665, -0.260, -0.025], [0.316, 1.242, 0.002], [2.059, -0.485, 0.045], [-1.414, -0.189, 0.006], [-1.000, 1.107, -0.016], [-0.243, -0.897, -0.046], [0.842, 0.034, -0.048], [-2.454, -0.673, 0.218], [-0.231, -1.920, 0.107], [-1.540, 2.040, -0.242]], "nbo_charge": [0.254, -0.376, -0.562, -0.329, 0.152, -0.194, 0.367, 0.251, 0.226, 0.211], "smiles": "S=Nc1ccco1", "lumo_ev": [-1.35, -1.38], "homo_energy_ha": [-0.2948, -0.2781], "homo_lumo_gap_ev": [6.7, 6.2]}



#iv
{"formula": "C4H3NOS", "method": "the ωB97M-V functional and the def2-TZVPD basis", "symbols": ["S", "O", "N", "C", "C", "C", "C", "H", "H", "H"], "coordinates": [[-3.868, -0.260, 0.347], [-3.587, 0.876, -0.799], [-2.696, -1.308, -0.154], [-2.869, 1.232, 0.337], [-1.013, 0.439, 0.252], [-1.454, -0.883, -0.227], [0.334, 0.683, 0.276], [-0.648, -1.382, -0.685], [0.996, 0.002, -0.015], [0.673, 1.578, 0.621]], "nbo_charge": [1.072, -0.614, -0.677, -0.015, -0.132, 0.122, -0.326, 0.189, 0.181, 0.200], "lumo_ev": [-0.71, -0.71], "homo_energy_ha": [-0.2997, -0.2997], "homo_lumo_gap_ev": [7.4, 7.4]}



The energy of each structure relative to the most stable one, in kJ/mol, is as follows: #i 275.4; #ii 0.0; #iii 236.6; #iv 613.5.



#i
{"formula": "C2H2O2S2", "method": "the ωB97M-V functional and the def2-TZVPD basis", "symbols": ["S", "S", "O", "O", "C", "C", "H", "H"], "coordinates": [[0.466, -2.211, 0.093], [-1.002, 2.011, -0.706], [-2.012, -1.130, -0.229], [1.056, 0.725, 0.316], [-0.811, -0.832, -0.125], [-0.226, 0.695, -0.133], [1.298, 1.749, -0.103], [1.232, -1.007, 0.886]], "nbo_charge": [-0.084, 0.036, -0.491, -0.684, 0.379, 0.096, 0.528, 0.220], "smiles": "O=C(S)C(O)=S", "lumo_ev": -1.30, "homo_energy_ha": -0.3619, "homo_lumo_gap_ev": 8.5}



#ii
{"formula": "C2H2O2S2", "method": "the ωB97M-V functional and the def2-TZVPD basis", "symbols": ["S", "S", "O", "O", "C", "C", "H", "H"], "coordinates": [[-2.325, 0.585, -0.168], [0.095, -1.216, 0.451], [-1.433, 1.664, -0.524], [-2.907, 0.567, 1.137], [1.043, -1.365, -0.912], [1.605, -0.324, 0.008], [2.507, -0.566, 0.550], [1.416, 0.653, -0.541]], "nbo_charge": [1.653, 0.248, -0.843, -0.831, -0.110, -0.617, 0.246, 0.254], "lumo_ev": -1.23, "homo_energy_ha": -0.3560, "homo_lumo_gap_ev": 8.5}



#iii
{"formula": "C2H2O2S2", "method": "the ωB97M-V functional and the def2-TZVPD basis", "symbols": ["S", "S", "O", "O", "C", "C", "H", "H"], "coordinates": [[-1.660, 0.942, -0.866], [1.046, 1.664, 0.878], [-0.644, -1.511, -0.957], [1.246, -0.979, 0.819], [0.549, 0.088, 0.421], [-0.539, -0.311, -0.609], [0.680, -1.638, 0.467], [-0.678, 1.744, -0.153]], "nbo_charge": [0.074, -0.005, -0.559, -0.589, 0.180, 0.232, 0.498, 0.170], "smiles": "O=C(S)C(O)=S", "lumo_ev": -1.67, "homo_energy_ha": -0.3559, "homo_lumo_gap_ev": 8.0}



The energy of each structure relative to the most stable one, in kJ/mol, is as follows: #i 134.7; #ii 282.8; #iii 0.0.



#i
{"formula": "C10H18O2P", "method": "the ωB97M-V functional and the def2-TZVPD basis", "symbols": ["P", "O", "O", "C", "C", "C", "C", "C", "C", "C", "C", "C", "C", "H", "H", "H", "H", "H", "H", "H", "H", "H", "H", "H", "H", "H", "H", "H", "H", "H", "H"], "coordinates": [[0.559, 0.384, 0.890], [-3.420, -1.422, 1.019], [-1.890, 1.220, 0.939], [-0.845, 1.020, -0.031], [-3.015, 0.893, -1.320], [1.607, -1.234, -1.189], [-2.198, -1.054, 0.377], [0.820, 2.255, 0.769], [-0.135, 2.292, -0.438], [-2.112, 0.421, -0.236], [2.982, -1.258, 0.983], [2.050, -0.442, 0.031], [-1.287, -1.119, 1.546], [-3.524, -0.031, -1.703], [2.531, 0.416, -0.464], [2.393, -2.060, 1.519], [0.484, 2.303, -1.457], [-1.621, -0.642, 2.554], [3.899, -1.537, 0.595], [-3.869, 1.559, -0.779], [1.306, -0.735, -2.103], [1.901, 2.580, 0.638], [-1.034, -2.214, 1.719], [-2.477, 1.364, -2.112], [2.570, -1.670, -1.496], [1.196, -2.231, -0.905], [3.126, -0.625, 1.855], [0.316, 2.560, 1.584], [-0.805, 3.246, -0.520], [-3.964, -0.617, 1.448], [-1.806, -1.788, -0.486]], "nbo_charge": [1.130, -0.671, -0.498, -0.093, -0.650, -0.665, 0.003, -0.595, -0.449, 0.207, -0.610, -0.467, -0.267, 0.246, 0.236, 0.226, 0.248, 0.258, 0.243, 0.257, 0.241, 0.268, 0.239, 0.239, 0.244, 0.229, 0.221, 0.237, 0.265, 0.511, 0.216], "charge": 1, "lumo_ev": -5.35, "homo_energy_ha": -0.4920, "homo_lumo_gap_ev": 8.0}



#ii
{"formula": "C10H18O2P", "method": "the ωB97M-V functional and the def2-TZVPD basis", "symbols": ["P", "O", "O", "C", "C", "C", "C", "C", "C", "C", "C", "C", "C", "H", "H", "H", "H", "H", "H", "H", "H", "H", "H", "H", "H", "H", "H", "H", "H", "H", "H"], "coordinates": [[1.192, -1.041, 0.594], [-0.583, 0.173, 0.686], [-1.519, -3.103, -0.376], [2.504, 1.239, 1.345], [-2.574, 1.890, 0.106], [-1.889, 1.579, -1.197], [-1.208, -1.748, -0.729], [-2.416, -1.305, 1.588], [0.299, -1.559, -0.997], [3.529, -0.076, -0.563], [2.217, 0.496, 0.000], [-1.873, 0.630, -0.107], [-1.634, -0.716, 0.365], [-3.649, 2.168, 0.060], [4.329, 0.429, -0.069], [0.656, -2.445, -1.293], [-2.086, 2.554, 0.821], [1.600, 1.229, 2.070], [3.387, 0.982, 1.883], [-3.462, -1.588, 1.327], [0.311, -0.778, -1.809], [1.831, 1.110, -0.721], [-1.882, -1.414, -1.525], [2.596, 2.306, 1.098], [-1.754, -2.086, 2.003], [-2.404, -0.514, 2.403], [3.677, 0.242, -1.636], [-2.295, 1.077, -2.087], [-2.180, -3.124, 0.365], [-1.162, 2.290, -1.491], [3.665, -1.204, -0.477]], "nbo_charge": [1.187, -0.584, -0.705, -0.641, -0.436, -0.460, 0.090, -0.677, -0.763, -0.636, -0.493, 0.290, 0.225, 0.266, 0.236, 0.257, 0.262, 0.220, 0.233, 0.254, 0.249, 0.232, 0.194, 0.239, 0.239, 0.259, 0.241, 0.254, 0.489, 0.262, 0.217], "charge": 1, "lumo_ev": -5.14, "homo_energy_ha": -0.5158, "homo_lumo_gap_ev": 8.9}



The energy of each structure relative to the most stable one, in kJ/mol, is as follows: #i 103.8; #ii 0.0.



#i
{"formula": "C2H7N2O", "method": "the ωB97M-V functional and the def2-TZVPD basis", "symbols": ["O", "N", "N", "C", "C", "H", "H", "H", "H", "H", "H", "H"], "coordinates": [[2.134, 0.245, 0.446], [1.696, -0.775, -0.198], [-0.409, -0.073, -0.544], [-0.988, -1.053, 0.279], [-0.144, 1.230, -0.121], [0.342, 1.858, -0.891], [-0.560, -1.964, -0.004], [0.559, 1.366, 0.779], [-2.162, -1.142, 0.097], [1.712, -0.652, -1.203], [-1.201, 1.736, 0.044], [-0.979, -0.775, 1.315]], "nbo_charge": [-0.547, -0.181, -0.619, -0.393, -0.427, 0.170, 0.191, 0.180, 0.091, 0.265, 0.129, 0.142], "charge": -1, "lumo_ev": [4.78, 4.78], "homo_energy_ha": [-0.0751, -0.0751], "homo_lumo_gap_ev": [6.8, 6.8]}



#ii
{"formula": "C2H7N2O", "method": "the ωB97M-V functional and the def2-TZVPD basis", "symbols": ["O", "N", "N", "C", "C", "H", "H", "H", "H", "H", "H", "H"], "coordinates": [[-0.896, 1.380, 1.008], [-1.125, -0.880, -1.975], [0.588, -1.744, -0.801], [0.422, 1.323, 1.430], [-0.348, -0.684, -0.956], [0.829, -2.128, -1.714], [0.497, 2.069, 2.230], [-1.964, -0.315, -1.970], [1.155, -1.722, 0.022], [-1.036, 0.747, 0.245], [1.142, 1.596, 0.648], [0.735, 0.358, 1.834]], "nbo_charge": [-0.812, -0.936, -0.945, -0.232, -0.017, 0.343, 0.145, 0.312, 0.364, 0.486, 0.151, 0.142], "charge": -1, "lumo_ev": 4.28, "homo_energy_ha": -0.0707, "homo_lumo_gap_ev": 6.2}



The energy of each structure relative to the most stable one, in kJ/mol, is as follows: #i 286.5; #ii 0.0.